Record 1
DFT (ωB97M-V with the def2-TZVPD basis set) results for a structure of composition C4H16FeN8O8P.

Values from the calculation:
multiplicity	5
HOMO (spin up / spin down)	-0.122 / -0.118	Ha
strongest force on any atom	0.0724	hartree/bohr
frontier orbital gap (spin up / spin down)	5.8 / 5.7	eV
net charge	-1

Positions of all 38 atoms, in Å:
Fe: 0.22231 -0.59427 -0.33014
P: -1.44176 -2.09036 0.08718
O: -0.09634 -2.53841 -0.61152
O: -0.61825 -1.54197 1.33973
O: -2.51017 -3.13484 0.31724
O: -1.77818 -0.75133 -0.61118
C: 0.20406 -0.51604 -3.23057
O: 0.77394 -0.02065 -2.23962
N: 0.19130 0.08185 -4.45688
N: -0.20676 -1.79722 -3.21416
H: -0.32742 -0.36220 -5.18642
H: 0.77866 0.87363 -4.63295
H: -0.15505 -2.29523 -2.30453
H: -0.93854 -1.97559 -3.88107
C: -3.41637 1.50589 1.40072
O: -4.18084 2.38697 1.82462
N: -2.47417 1.68178 0.43800
N: -3.51620 0.23510 1.85682
H: -2.14749 0.81739 -0.05298
H: -2.26874 2.58610 0.06629
H: -2.80004 -0.47413 1.75239
H: -4.20731 -0.06460 2.51684
C: 3.42460 -1.13740 0.39217
O: 2.37971 -0.61964 0.04389
N: 4.57036 -0.49644 0.76992
N: 3.59914 -2.48391 0.33712
H: 5.27060 -0.89238 1.36393
H: 4.48308 0.50782 0.81745
H: 4.41975 -2.93940 0.68742
H: 2.84069 -3.11839 0.13697
C: 0.25482 2.04911 1.53888
O: 0.48981 1.14090 0.74758
N: 0.07903 3.34412 1.19404
N: -0.20292 1.76774 2.79710
H: -0.02926 4.09456 1.84600
H: 0.37859 3.55388 0.25421
H: -0.12367 0.81927 3.12479
H: -0.92096 2.39829 3.10074



Record 2
DFT (ωB97M-V with the def2-TZVPD basis set) results for a structure of composition C4H16KN8O4.

Values from the calculation:
HOMO	-0.456	Ha
strongest force on any atom	0.0446	hartree/bohr
frontier orbital gap	10.0	eV
net charge	+1

Positions of all 33 atoms, in Å:
K: 16.38316 -9.51710 -23.81665
C: 16.27448 -13.03371 -21.70930
O: 16.07253 -11.98498 -22.32722
N: 16.36663 -14.26793 -22.27112
N: 16.57681 -13.05384 -20.39827
H: 16.71869 -15.07024 -21.78520
H: 16.28326 -14.43303 -23.25958
H: 16.39422 -12.31044 -19.75023
H: 16.98357 -13.87900 -20.00066
C: 15.29568 -7.00707 -26.17574
O: 15.05426 -8.14363 -25.75722
N: 15.46656 -6.72035 -27.48551
N: 15.58322 -5.93580 -25.38402
H: 15.76186 -5.81084 -27.77685
H: 15.35324 -7.42987 -28.18709
H: 15.99356 -5.10682 -25.75903
H: 15.55160 -6.10642 -24.39260
C: 17.19027 -11.09723 -26.73576
O: 16.71100 -11.51672 -25.69270
N: 16.35697 -10.70145 -27.73616
N: 18.48617 -10.67408 -26.91738
H: 15.36695 -10.78366 -27.58826
H: 16.64088 -9.89653 -28.26868
H: 18.74342 -10.45913 -27.86556
H: 19.22993 -10.87796 -26.27670
C: 19.32056 -7.27273 -24.70001
O: 18.42969 -7.49823 -23.86556
N: 19.28071 -6.27192 -25.60274
N: 20.50170 -7.93172 -24.63666
H: 20.12741 -5.76473 -25.78448
H: 18.37124 -5.83728 -25.59217
H: 21.31456 -7.59299 -25.11639
H: 20.55623 -8.71067 -24.00593



Record 3
DFT (ωB97M-V with the def2-TZVPD basis set) results for a cluster of 3 separate species, C4H16N2O in total.

Values from the calculation:
multiplicity	2
HOMO (spin up / spin down)	-0.343 / -0.494	Ha
strongest force on any atom	0.0628	hartree/bohr
frontier orbital gap (spin up / spin down)	6.1 / 10.2	eV
net charge	+1

Positions of all 23 atoms, in Å:
C: 1.21545 -1.54346 0.26481
C: 1.00598 -0.06832 0.17247
C: 0.74172 0.76728 -1.03959
C: -0.81391 0.43952 -1.22544
N: -1.74168 0.84602 -0.13767
N: 2.89931 0.87604 0.82356
H: 0.29682 -2.04099 0.60364
H: 1.47971 -2.01672 -0.68562
H: 2.10135 -1.78980 0.85886
H: 0.51396 0.37202 1.04017
H: 1.34061 0.57705 -1.92337
H: 0.65334 1.85426 -0.90954
H: -1.10061 0.96763 -2.13966
H: -0.95061 -0.61455 -1.47212
H: -2.48296 1.45861 -0.48297
H: -2.33989 -0.00269 0.27543
H: -1.22645 1.30980 0.61587
H: 3.90818 0.66239 0.83216
H: 2.66935 0.45959 1.72194
H: 3.01560 1.88425 0.77885
H: -3.78471 -1.58320 0.53782
H: -2.77170 -1.29994 1.63712
O: -2.87862 -1.26993 0.67384



Results for E: -76393.584; -40844.043; -9425.964 (in eV, following the order of the records).